[1]
Formula: C41H34O4S7Y
Source: OMol25
Level of theory: ωB97M-V/def2-TZVPD

Last column: Löwdin charge in e.
CARTESIAN COORDINATES (ANGSTROEM)
Y1 -0.2249 1.5962 -2.9421  1.125
S1 -0.7580 5.6566 -0.1421  0.946
S2 0.8661 6.3898 -2.4813  0.971
S3 -0.7787 2.7530 -0.6897  0.509
S4 1.2323 3.6495 -3.5155  0.456
S5 2.0108 1.3356 -0.2914  1.035
S6 -0.9380 -0.5736 -1.0495  1.011
S7 -3.4784 2.3681 -2.5497  0.974
O1 -1.1819 -0.4165 -2.5779  -0.583
O2 -0.0196 8.1276 -0.7057  -0.043
O3 -2.2382 2.4424 -3.4739  -0.676
O4 1.5303 0.6790 -1.5908  -0.656
C1 5.8497 1.0648 0.7922  -0.023
C2 0.4120 -2.8014 -1.9472  -0.049
C3 7.7168 -0.5631 0.3162  -0.039
C4 4.1551 -4.6783 0.4729  -0.057
C5 3.0064 -2.7757 1.4109  -0.007
C6 -2.9710 -0.4352 0.6645  -0.061
C7 -0.7985 -0.6320 4.6097  -0.021
C8 -5.1686 3.9988 -3.8486  -0.217
C9 0.8600 -0.7714 1.2458  -0.143
C10 -5.0255 4.5698 -2.4409  -0.213
C11 -1.0637 -2.8387 3.6894  -0.055
C12 -5.6159 -2.7979 2.0104  -0.034
C13 -0.2524 4.3581 -1.2081  -1.112
C14 -4.8588 2.5131 -3.7043  -0.305
C15 0.3721 1.0997 3.2960  0.002
C16 -0.3648 -2.4886 2.5717  -0.010
C17 -4.0378 -0.9407 1.3895  -0.019
C18 -0.0046 6.9838 -1.0607  -1.008
C19 4.5425 1.5029 0.6447  -0.060
C20 -4.4888 -2.2428 1.1848  -0.248
C21 5.4115 -0.7883 -0.6642  -0.022
C22 1.2367 0.5416 1.1239  -0.317
C23 -3.8556 -3.0347 0.2239  -0.016
C24 1.4039 -3.7290 -1.8363  0.004
C25 0.4982 4.6851 -2.2752  -1.133
C26 3.6746 0.7604 -0.1435  -0.370
C27 0.1521 -1.1729 2.4225  -0.105
C28 2.1145 -2.7686 0.3055  -0.118
C29 -2.3528 -1.2507 -0.2775  -0.371
C30 1.0834 -1.7947 0.1777  -0.150
C31 3.9971 -3.7074 1.4913  -0.052
C32 6.3007 -0.0844 0.1457  -0.254
C33 -1.2795 -1.9016 4.7277  -0.060
C34 -3.6927 4.0496 -1.9081  -0.320
C35 0.2605 -1.8572 -0.9115  -0.319
C36 2.2734 -3.7359 -0.7146  -0.146
C37 4.0989 -0.3764 -0.8131  -0.060
C38 -2.7835 -2.5537 -0.5036  -0.039
C39 -0.0816 -0.2333 3.4523  -0.146
C40 0.9915 1.4865 2.1491  -0.085
C41 3.3172 -4.6905 -0.6018  -0.021
H1 -1.4541 -3.8438 3.7852  0.110
H2 3.4354 -5.4293 -1.3851  0.118
H3 -0.2415 -2.7702 -2.8089  0.116
H4 8.3846 0.2559 0.5793  0.082
H5 -5.2635 -3.0425 3.0146  0.090
H6 6.5378 1.6376 1.4017  0.120
H7 3.4161 -0.9166 -1.4562  0.111
H8 -6.4229 -2.0732 2.1168  0.087
H9 4.9459 -5.4128 0.5512  0.111
H10 4.6724 -3.7059 2.3370  0.112
H11 4.2113 2.4161 1.1253  0.117
H12 -2.6075 0.5726 0.8373  0.107
H13 1.5450 -4.4709 -2.6129  0.124
H14 1.2732 2.5213 1.9943  0.112
H15 -2.8385 4.5880 -2.3257  0.093
H16 -6.1632 4.1498 -4.2657  0.121
H17 -1.8244 -2.1971 5.6148  0.110
H18 -4.5221 -0.3187 2.1328  0.124
H19 -4.5453 2.0055 -4.6150  0.101
H20 -5.0350 5.6589 -2.4262  0.125
H21 2.8955 -2.0278 2.1862  0.127
H22 -2.2872 -3.1846 -1.2299  0.117
H23 8.0889 -1.0282 -0.5960  0.083
H24 -4.4482 4.4653 -4.5228  0.124
H25 -0.9596 0.0955 5.3960  0.119
H26 -5.6866 1.9592 -3.2566  0.099
H27 7.7780 -1.3075 1.1129  0.088
H28 0.1829 1.8188 4.0834  0.125
H29 -6.0249 -3.7055 1.5702  0.081
H30 -5.8488 4.2260 -1.8106  0.119
H31 -0.2077 -3.2182 1.7873  0.122
H32 -4.2040 -4.0461 0.0543  0.121
H33 -3.5898 4.0228 -0.8267  0.079
H34 5.7533 -1.6712 -1.1917  0.122

Atoms 1-2, force components in eV/Å:
Y 0.1 0.4 0.2
S -0.1 0.1 -0.1

Properties
multiplicity: 1
largest force on an atom: 0.62 eV Å⁻¹
ΔE to the lowest compared entry with this formula, charge and spin: 123.4 kJ/mol
total charge: +1
E_tot: -4709.33915 a.u.
highest occupied orbital energy: -9.27 eV

[2]
Formula: C41H35AsN2O4P2RhS5
Source: OMol25
Level of theory: ωB97M-V/def2-TZVPD

Last column: Mulliken spin population.
CARTESIAN COORDINATES (ANGSTROEM)
Rh1 -0.7447 1.0605 0.6688  2.250
As1 -1.6660 2.2617 3.3777  0.307
S1 -1.6975 0.0177 2.7746  0.298
S2 -2.8596 -0.2318 1.1076  0.307
S3 0.1235 2.8666 2.3575  0.313
S4 -1.6945 2.3522 5.4704  0.340
S5 -3.2138 3.3159 -0.3085  0.035
P1 1.5603 -2.0216 1.9150  -0.017
P2 -0.2320 -2.3110 -0.5034  0.029
O1 -3.4594 3.1822 1.1050  -0.009
O2 -0.2220 -0.8766 -0.8833  -0.051
O3 2.1396 -0.9014 1.1324  0.002
O4 -4.3097 3.0082 -1.2037  0.006
N1 -1.8541 2.5598 -0.6637  0.055
N2 0.6886 1.7750 -0.9038  0.106
C1 3.2554 -5.7556 2.3266  0.000
C2 -1.7578 9.1635 -1.0774  0.000
C3 -3.2274 7.1745 -1.5637  -0.001
C4 -3.5693 5.8360 -1.3999  -0.001
C5 1.5136 -0.2496 3.9647  0.005
C6 2.4281 -5.1522 -1.7860  0.000
C7 3.8455 -3.3155 1.1417  0.000
C8 1.1452 -3.1741 -1.2999  0.002
C9 -2.1327 7.7162 -0.9048  0.001
C10 -3.3936 -4.9087 -0.8971  0.001
C11 2.2057 2.1834 -3.1754  -0.002
C12 2.0919 -2.3958 -1.9562  0.003
C13 0.8422 2.5518 -3.1814  -0.003
C14 -3.6791 -3.0872 -2.4398  -0.002
C15 2.7661 1.6412 -2.0537  0.009
C16 4.7240 -4.3820 1.0118  0.000
C17 -1.1206 3.4407 -4.2209  0.002
C18 0.5064 -2.3727 4.5043  0.009
C19 -4.1256 -4.2826 -1.8951  0.000
C20 2.3772 -4.6919 2.4549  0.001
C21 -1.3813 6.8904 -0.0675  0.000
C22 1.2068 -1.5612 3.6151  -0.002
C23 -2.2108 -4.3415 -0.4471  0.006
C24 -1.2758 2.7236 -1.8964  0.029
C25 1.3155 -4.5541 -1.2182  0.001
C26 1.9536 1.4378 -0.9228  -0.016
C27 -2.8109 5.0366 -0.5678  0.007
C28 2.6677 -3.4632 1.8644  0.002
C29 3.2023 -2.9983 -2.5309  0.000
C30 -2.4971 -2.5195 -1.9938  0.002
C31 0.4192 -0.5593 6.0778  0.009
C32 1.1139 0.2516 5.1943  -0.009
C33 3.3714 -4.3718 -2.4431  0.000
C34 0.1227 -1.8740 5.7381  0.002
C35 0.1101 2.3403 -1.9945  -0.033
C36 -1.7520 -3.1491 -0.9996  -0.004
C37 0.2038 3.1173 -4.3109  0.000
C38 -1.8608 3.2454 -3.0408  -0.001
C39 -0.0248 -2.6563 1.2629  0.017
C40 4.4307 -5.6004 1.6029  0.000
C41 -1.7122 5.5595 0.1064  0.004
H1 3.0237 -6.7064 2.7903  0.000
H2 -2.9095 3.4966 -3.0295  0.000
H3 3.9384 -2.3913 -3.0437  0.000
H4 0.0714 -0.1523 7.0186  0.003
H5 2.7940 2.3425 -4.0725  0.000
H6 5.6359 -4.2605 0.4405  0.000
H7 4.0511 -2.3592 0.6784  0.000
H8 -3.7514 -5.8306 -0.4565  0.000
H9 -5.0559 -4.7189 -2.2369  0.000
H10 2.5631 -6.2242 -1.7141  0.000
H11 -0.0919 -3.7310 1.4488  0.000
H12 -4.2628 -2.5841 -3.1998  0.000
H13 -0.7173 9.2645 -1.3919  0.000
H14 -0.5241 7.2996 0.4564  0.000
H15 3.8096 1.3571 -2.0195  0.001
H16 4.2423 -4.8394 -2.8864  0.000
H17 5.1156 -6.4332 1.4996  0.000
H18 -0.8542 -2.1552 1.7668  -0.006
H19 1.4628 -4.8285 3.0194  0.000
H20 2.3360 0.9542 -0.0329  0.007
H21 -0.4412 -2.4976 6.4205  0.000
H22 -4.4181 5.4045 -1.9140  0.000
H23 -3.8201 7.8035 -2.2189  0.000
H24 -2.1600 -1.5659 -2.3807  0.001
H25 0.5771 -5.1670 -0.7127  0.000
H26 0.7706 3.2793 -5.2196  0.000
H27 1.9978 0.3937 3.2420  0.001
H28 0.2123 -3.3785 4.2271  0.001
H29 -1.8690 9.7121 -0.1396  0.000
H30 1.2894 1.2922 5.4308  -0.008
H31 -1.6299 3.8633 -5.0795  0.000
H32 -1.1297 4.9165 0.7582  -0.006
H33 1.9481 -1.3238 -1.9965  -0.001
H34 -1.6637 -4.8291 0.3501  -0.001
H35 -2.3859 9.6466 -1.8260  0.000

Atoms 1-2, force components in eV/Å:
Rh 0.2 0.0 -0.3
As -0.1 0.1 0.2

Properties
multiplicity: 5
largest force on an atom: 0.34 eV Å⁻¹
ΔE to the lowest compared entry with this formula, charge and spin: 0.0 kJ/mol
total charge: -1
E_tot: -7014.04590 a.u.
highest occupied orbital energy (alpha / beta): -3.84 / -4.61 eV